[1]
A 2-piece molecular cluster, C4H12 overall in a non-equilibrium geometry. Source: the OMol25 dataset; level of theory: ωB97M-V/def2-TZVPD.

Atoms and positions in Å:
C -1.07844 1.45629 -1.76807
C -1.84129 0.10972 -1.94520
H -0.63843 1.74463 -2.68433
H -1.83740 2.20530 -1.52666
H -0.24030 1.35287 -1.05360
H -1.38618 -0.65285 -1.24211
H -1.73080 -0.30482 -2.93372
H -2.81735 0.23303 -1.86897
C 0.86204 -1.06042 2.28547
C 2.06566 -0.51121 1.46676
H 0.63149 -0.34041 3.04585
H -0.00924 -1.29234 1.62338
H 1.07182 -1.91518 2.83611
H 2.96368 -1.12269 1.55214
H 2.34299 0.48721 1.78004
H 1.64176 -0.38912 0.43291

Values from the calculation:
Energy relative to the best compared isomer or geometry (same formula, charge and spin): 0.856 eV
Electronic energy: -4341.672 eV
Structure (SMILES): CC.CC
Gap between HOMO and LUMO: 12.832 eV
F_max: 5.5 eV Å⁻¹



[2]
C6H16BrHfO6S2 as an isolated structure in a non-equilibrium geometry. Source: the OMol25 dataset; level of theory: ωB97M-V/def2-TZVPD.

Atoms and positions in Å:
Hf -1.32779 5.81126 -13.47980
Br -0.36195 7.04160 -15.78773
O 1.67895 9.47880 -21.98900
S 2.31576 9.67297 -20.66702
O 2.35350 10.96558 -19.98636
O 1.68761 8.53860 -19.66091
C 1.70312 7.21663 -20.11395
C 1.32432 6.47437 -18.85711
C 4.06026 8.97129 -20.67853
H 2.64682 6.78427 -20.44652
H 0.93815 7.05168 -20.87270
H 2.10864 6.55622 -18.10462
H 1.19657 5.40559 -19.02883
H 0.35214 6.69738 -18.41754
H 4.30355 8.70254 -19.65057
H 4.73771 9.78838 -20.92659
H 4.05018 8.15083 -21.39606
O 2.52494 10.35066 -14.06554
S 2.46006 11.10005 -15.31781
O 2.56840 12.51796 -15.27382
O 3.51288 10.54565 -16.49934
C 3.62931 9.09250 -16.62374
C 4.99280 8.68386 -16.17030
C 0.81391 10.69590 -16.13626
H 3.63700 8.80362 -17.67473
H 2.84352 8.48610 -16.17327
H 5.78711 9.22681 -16.68254
H 5.32385 7.65331 -16.29865
H 5.17036 9.15050 -15.20138
H 0.57762 11.38654 -16.94575
H 0.08956 10.87493 -15.34168
H 0.84032 9.64886 -16.43815

Values from the calculation:
Energy relative to the best compared isomer or geometry (same formula, charge and spin): 8.600 eV
Electronic energy: -111741.768 eV
Gap between HOMO and LUMO: 1.916 eV
F_max: 3.7 eV Å⁻¹
Net charge: +3



[3]
One molecule with the formula C6H10IO2P in a non-equilibrium geometry. Source: the OMol25 dataset; level of theory: ωB97M-V/def2-TZVPD.

Atoms and positions in Å:
C 0.66679 1.16478 1.30553
C 0.31916 -1.96134 -0.59583
C 0.34548 -0.09975 1.02055
C 0.35158 -0.65514 -0.34566
C -0.27110 -0.55773 3.33873
C -0.07336 0.18116 -2.68406
O 0.02655 -1.02899 2.05209
O 0.24233 0.34518 -1.29684
P 0.08245 2.02004 -3.38588
I -2.03810 -0.60502 -2.92702
H 0.38477 1.50070 2.32117
H 1.06136 1.76420 0.64600
H 0.04420 -2.62630 -1.47480
H 0.41228 -2.66099 0.25323
H -0.28494 -1.42173 4.08279
H -1.27234 -0.02644 3.16894
H 0.37555 0.17297 3.61447
H 0.63145 -0.54546 -3.25155
H 0.20848 2.75025 -2.20555
H -1.21262 2.28956 -3.63632

Values from the calculation:
Energy relative to the best compared isomer or geometry (same formula, charge and spin): 0.000 eV
Electronic energy: -27864.359 eV
Structure (SMILES): C=C(OC)C(=C)O[C@H](P)I
Gap between HOMO and LUMO: 9.105 eV
F_max: 6.1 eV Å⁻¹



[4]
C3H2BaFO3 as an isolated structure in a non-equilibrium geometry. Source: the OMol25 dataset; level of theory: ωB97M-V/def2-TZVPD.

Atoms and positions in Å:
C 0.93937 -0.92712 2.39220
C 2.14614 -1.20374 1.51969
O 1.89771 -0.79256 0.34016
C 0.58399 -0.23636 0.29576
O 0.07421 -0.28053 1.49344
O 0.16553 0.24113 -0.70305
Ba -1.73119 1.53800 -2.47074
F 0.40452 -1.97395 2.94874
H 2.91269 -1.97255 1.68259
H 1.64990 -0.22130 3.02265

Values from the calculation:
Energy relative to the best compared isomer or geometry (same formula, charge and spin): 1.220 eV
Electronic energy: -12664.338 eV
Gap between HOMO and LUMO: 10.409 eV
F_max: 4.0 eV Å⁻¹
Net charge: +3



[5]
C38H36F3O2P2Re as an isolated structure in a non-equilibrium geometry. Source: the OMol25 dataset; level of theory: ωB97M-V/def2-TZVPD.

Atoms and positions in Å:
Re -0.10830 1.03438 0.52183
C 2.25651 -1.34172 0.99039
C 1.14074 -2.10887 0.31268
P -0.51513 -1.33013 0.34671
C -1.38994 -1.77950 1.85359
C -2.57629 -1.08908 2.11973
C -3.29206 -1.35707 3.27873
C -2.81894 -2.30538 4.17712
C -1.63875 -2.99034 3.91378
C -0.92226 -2.72960 2.75115
C -1.31958 -2.22437 -0.99829
C -2.37975 -3.09288 -0.76530
C -2.89962 -3.84215 -1.81743
C -2.36472 -3.72394 -3.09235
C -1.32274 -2.83493 -3.33367
C -0.80960 -2.07920 -2.29247
P 2.25023 0.40699 0.38532
C 3.08009 1.40903 1.63881
C 4.00621 0.85136 2.51765
C 4.61585 1.64286 3.47867
C 4.30089 2.99367 3.57040
C 3.38512 3.55837 2.69098
C 2.77612 2.76569 1.72361
C 3.38995 0.40373 -1.02327
C 4.55773 1.16130 -1.01705
C 5.43836 1.08571 -2.09383
C 5.15456 0.26360 -3.17490
C 3.97915 -0.47815 -3.19437
C 3.09758 -0.40236 -2.12763
H 3.19958 -1.80545 0.71973
H 2.17603 -1.32501 2.07249
H 1.35324 -2.14920 -0.75204
H 1.08826 -3.14524 0.64498
H -2.94123 -0.34822 1.41326
H -4.21352 -0.82255 3.48498
H -3.36826 -2.50584 5.09190
H -1.27000 -3.72632 4.61879
H -0.00165 -3.26992 2.55987
H -2.79874 -3.19349 0.22805
H -3.72021 -4.52581 -1.63346
H -2.76070 -4.32584 -3.90391
H -0.91728 -2.72764 -4.33475
H -0.01605 -1.35982 -2.48813
H 4.25376 -0.20422 2.45623
H 5.33210 1.20314 4.16497
H 4.76851 3.60731 4.33348
H 3.13884 4.61194 2.76067
H 2.07340 3.20870 1.03414
H 4.79244 1.80242 -0.17690
H 6.34872 1.67329 -2.08247
H 5.84720 0.20298 -4.00795
H 3.74861 -1.11086 -4.04410
H 2.17242 -0.97122 -2.16259
C -0.41747 1.64183 -3.17536
C -1.51499 2.08404 -2.19277
C -2.08274 3.44094 -2.62006
C -0.90630 2.17989 -0.80227
C -2.65977 1.05133 -2.11042
C -3.63957 1.20900 -1.12031
C -4.68738 0.30865 -0.99423
C -4.78784 -0.77068 -1.87088
C -3.83664 -0.92783 -2.86752
C -2.77427 -0.02773 -2.98029
H 0.35769 2.41170 -3.22882
H -0.82765 1.50864 -4.18193
H 0.05555 0.71107 -2.85152
H -1.28744 4.19574 -2.66227
H -2.85737 3.78918 -1.92930
H -2.53209 3.35910 -3.61522
H -1.02932 3.17137 -0.32963
H -3.58873 2.06196 -0.44302
H -5.43993 0.45803 -0.22330
H -5.60652 -1.47812 -1.77942
H -3.91566 -1.75640 -3.56849
H -2.03428 -0.18287 -3.76112
F -1.04137 0.75530 5.16305
C -0.21209 1.66043 4.63820
F 1.00532 1.49440 5.15248
F -0.65502 2.87836 4.91100
C -0.15724 1.43773 3.11010
O 0.36061 0.37344 2.67638
O -0.64435 2.30136 2.31907

Values from the calculation:
2S+1: 2
Energy relative to the best compared isomer or geometry (same formula, charge and spin): 2.039 eV
⟨S²⟩: 0.9292
Electronic energy: -72939.857 eV
Gap between HOMO and LUMO (spin up / spin down): 7.008 / 7.319 eV
F_max: 1.3 eV Å⁻¹
Net charge: +1



- What is the energy relative to the best compared isomer or geometry (same formula, charge and spin) in the first record?
  0.856 eV